33
Properties=species:S:1:pos:R:3:forces:R:3:mulliken_spin:R:1 method="wB97M-V/def2-TZVPD" spin_multiplicity=3 s2=2.12 lumo_energy_ev="-9.0 / -9.0" total_charge=+2 largest_force_ev_per_a=2.81 homo_ev="-13.64 / -13.73" gap_ev="4.6 / 4.7"
W 0.080491 -0.510591 0.304076 -1.620 -1.071 0.743 2.108
Cl 1.702965 -4.356317 -2.524597 0.072 0.755 -0.180 0.012
Cl -3.248597 4.843177 -3.416793 -0.076 0.052 -0.155 0.000
Cl 2.102547 -2.471115 -4.755080 -0.110 0.091 0.754 0.007
Cl 3.884028 -2.384703 -2.400286 -0.619 -0.054 -0.275 0.013
S 1.328852 -4.314935 6.482116 -0.452 0.672 -1.190 -0.006
S -0.166483 -0.060807 2.779632 0.770 -0.467 -0.393 0.016
S 0.946851 -4.199656 3.525622 -0.177 0.374 -0.172 0.008
S 0.374361 -2.797547 0.935482 -0.096 0.921 -0.200 -0.199
S 0.318620 -1.843619 5.185130 -0.030 0.098 -0.487 -0.035
O -1.673860 -0.605325 -0.658749 0.065 -0.692 0.411 -0.037
O -0.041323 1.400992 0.001766 0.845 -0.589 1.001 -0.007
N 0.848116 -1.132190 -1.470353 1.328 -1.251 -2.103 -0.124
C -1.290281 4.353438 -1.636515 -0.412 -0.276 -0.259 0.011
C -1.794097 1.581941 -1.605528 0.646 -0.279 0.701 0.003
C -0.540342 3.546902 -0.821111 0.277 -0.986 0.292 0.003
C 0.189933 -1.666652 3.448712 -0.131 -0.347 -0.020 -0.072
C 1.521278 0.299480 2.127380 -0.231 0.399 0.071 -0.044
C 0.459957 -2.751814 2.672692 -0.065 0.214 0.567 0.066
C -2.543901 2.439711 -2.430015 -0.053 0.687 -0.235 0.015
C 2.210784 -2.695126 -3.000215 1.411 -1.531 -1.026 -0.002
C 0.879409 -3.499122 5.127172 0.570 -0.898 1.513 0.003
C -0.743608 2.149297 -0.795232 -1.431 1.412 -1.440 0.011
C -2.207474 0.222298 -1.438482 -0.358 1.745 -0.613 0.027
C 1.398883 -1.788774 -2.255944 -1.359 1.695 1.786 0.205
C -2.301217 3.803702 -2.451087 0.060 -0.581 0.190 -0.001
H -3.115288 -0.094270 -1.967849 0.232 -0.148 0.121 -0.001
H 1.633194 1.390089 2.078609 -0.004 -0.364 -0.323 -0.005
H -3.319153 2.027859 -3.056353 -0.189 -0.020 -0.052 0.000
H 0.219321 3.968992 -0.177407 0.040 -0.019 -0.013 0.000
H 2.281097 -0.121680 2.792896 -0.153 -0.211 -0.383 0.005
H -1.123756 5.420654 -1.645418 -0.007 0.066 -0.028 0.000
H 1.728692 -0.154291 1.045727 1.258 0.604 1.400 0.018

=====

46
Properties=species:S:1:pos:R:3:forces:R:3:nbo_charge:R:1 method="wB97M-V/def2-TZVPD" smiles="COCCOc1cncc(-c2cc3c(ccc4c5c([nH]c43)CNC5=O)cn2)c1" lumo_energy_ev=0.0 largest_force_ev_per_a=2.90 homo_ev=-8.12 gap_ev=8.1
O -0.709992 -0.361463 3.930299 0.032 -0.190 -0.059 -0.498
O 0.041757 0.906300 7.323829 -0.396 -0.375 -0.578 -0.548
O -2.296471 0.285738 -7.574512 0.132 0.048 -0.722 -0.600
N -3.437019 -1.338694 -6.428451 -1.950 -0.893 -1.007 -0.611
N 2.468998 1.023965 -0.776894 0.693 1.137 -1.165 -0.425
N 2.897515 -0.776473 2.998439 -0.964 0.317 -0.062 -0.389
N -1.770714 -1.029193 -3.198552 0.355 0.509 -0.255 -0.540
C -3.604850 -1.791951 -5.059877 0.459 -0.473 0.513 -0.242
C 0.478508 -0.256961 -1.177245 1.214 0.488 1.761 -0.219
C -0.106139 0.910601 5.887144 0.090 -0.055 0.447 -0.091
C 1.525182 0.210688 -0.319144 -1.805 -0.791 -2.129 0.182
C -0.723320 0.386558 -4.612567 -0.509 -0.585 -1.288 -0.088
C 2.796784 -0.436865 1.711947 -0.332 -0.493 -0.316 0.035
C 0.457895 -0.432971 3.221723 1.727 -0.007 -0.469 0.269
C -0.683421 -0.417463 5.357548 0.450 -0.130 0.676 -0.086
C 0.270057 1.240995 -5.103167 2.079 1.157 0.896 -0.180
C 1.363878 0.713269 7.806151 0.348 0.232 -0.590 -0.249
C 1.764641 -0.755559 3.722230 -1.128 0.338 -0.616 -0.051
C -2.467774 -1.048598 -4.411309 0.783 -0.272 1.679 0.203
C 1.318132 1.617680 -4.244317 -1.629 0.083 -1.549 -0.177
C -2.484537 -0.372743 -6.581628 0.164 1.180 0.025 0.650
C 0.400804 -0.124717 1.858827 0.660 -0.167 0.411 -0.211
C 2.394478 1.467818 -2.037507 0.718 0.009 1.402 0.088
C 0.363261 0.244254 -2.469103 0.516 -0.703 1.261 -0.066
C 1.381911 1.111935 -2.916283 -0.540 0.432 -1.052 -0.112
C -1.845880 -0.238837 -5.276766 0.709 0.472 0.115 -0.180
C 1.588990 -0.136076 1.087979 -1.324 -0.208 1.565 -0.087
C -0.667178 -0.122535 -3.334623 -1.892 -0.949 -0.947 0.207
H 0.249080 1.615098 -6.127255 -0.149 -0.104 0.331 0.237
H -1.960595 -1.560485 -2.364073 -0.130 0.068 -0.202 0.416
H 1.998156 2.396668 -4.590331 0.146 -0.438 0.172 0.217
H -3.499534 -2.879631 -4.943237 0.113 0.146 -0.193 0.212
H 1.920387 1.644834 7.677781 0.230 -0.046 -0.133 0.171
H -0.563962 0.171007 1.469586 0.048 -0.001 -0.318 0.226
H 1.910385 -0.108353 7.312049 -0.286 0.211 -0.077 0.164
H -4.579866 -1.545897 -4.654980 -0.226 0.302 0.113 0.214
H 1.379881 0.494920 8.868816 -0.548 -0.051 0.113 0.196
H -0.222295 -0.999983 -0.819280 -0.037 0.077 0.183 0.204
H 0.871626 1.099482 5.408951 -0.401 0.102 0.127 0.181
H 1.842772 -0.981110 4.762197 0.339 -0.225 0.572 0.186
H 3.654810 -0.493738 1.047307 0.258 0.114 0.510 0.207
H -4.234417 -1.385055 -7.105956 1.348 0.111 1.012 0.414
H -1.723014 -0.537698 5.738053 0.682 0.030 -0.606 0.205
H -0.096292 -1.293248 5.708128 -0.266 0.451 -0.148 0.175
H -0.835073 1.695082 5.581700 0.659 -0.264 0.431 0.193
H 3.172455 2.189404 -2.353627 -0.440 -0.595 0.165 0.199

=====

64
Properties=species:S:1:pos:R:3:forces:R:3:mulliken_spin:R:1 method="wB97M-V/def2-TZVPD" spin_multiplicity=4 s2=3.80 lumo_energy_ev="-5.2 / -6.0" total_charge=+1 largest_force_ev_per_a=1.05 homo_ev="-10.39 / -10.36" gap_ev="5.2 / 4.4"
I 1.232972 2.812184 1.505446 0.096 0.105 -0.064 0.008
I -0.065605 3.220820 3.779393 -0.011 -0.094 -0.008 0.021
Tc 0.245446 0.274574 0.233752 -0.555 -0.831 -0.329 2.097
O 4.700854 -4.409366 3.205932 0.072 0.085 0.012 0.003
O -0.626564 -0.249554 1.853620 0.376 -0.138 -0.102 0.090
O 3.262918 -5.257868 1.661853 -0.042 0.219 -0.070 0.007
O -0.511065 -1.464847 3.727035 -0.016 0.006 0.004 0.029
N 1.771463 -0.814846 1.158066 0.296 0.205 0.080 -0.033
C -0.077694 -2.592523 -0.488242 0.060 0.165 -0.189 0.050
C 0.413341 -6.225225 -0.127223 0.153 -0.088 -0.023 -0.011
C 0.003035 -1.101803 2.716812 -0.235 0.054 0.009 0.012
C -2.406249 2.022321 0.949690 -0.049 -0.073 -0.051 0.007
C -3.548899 -2.237393 -1.440846 0.014 0.014 -0.020 -0.010
C 0.286425 -1.333348 -0.966064 -0.224 0.202 0.474 0.073
C 1.340971 -1.526636 2.221025 0.029 0.136 -0.219 -0.009
C 1.661267 -6.400335 -0.729782 0.002 0.011 0.036 0.151
C 0.511596 -3.863396 -0.684566 0.172 -0.161 0.007 0.175
C -2.834935 -0.915764 -1.406161 -0.020 -0.017 -0.066 0.065
C 1.512184 -1.187573 -4.540016 -0.002 0.004 0.058 -0.017
C 3.807828 -4.377279 2.367975 0.077 -0.632 0.131 0.001
C -1.046087 1.404644 -3.838684 -0.030 -0.027 0.009 -0.001
C -0.144470 -4.976992 -0.085830 0.037 0.211 -0.055 0.086
C -1.587176 0.810350 -2.570147 0.071 0.094 0.024 0.016
C -1.467346 1.508886 -1.351850 -0.011 0.154 -0.047 -0.014
C 1.631470 0.261383 -2.204775 0.017 0.010 0.115 0.066
C 3.181731 -3.040296 2.075560 -0.202 0.447 -0.215 0.004
C -2.272382 -0.386323 -2.574608 -0.066 -0.068 0.022 0.008
C 2.340100 -5.324926 -1.312456 -0.015 -0.116 0.103 -0.021
C 0.861762 -1.663952 -3.410709 0.084 -0.075 0.045 0.047
C 2.959023 -1.141473 0.613041 -0.162 0.054 0.165 0.004
C 2.011020 -2.613278 2.713774 -0.009 -0.105 0.103 0.005
C -2.139907 1.078130 -0.199296 -0.032 0.227 0.218 -0.121
C 1.784692 -4.076512 -1.291611 -0.306 0.122 0.060 0.089
C 2.283030 0.746997 -3.318991 -0.081 -0.058 -0.108 0.008
C 3.682091 -2.219707 1.057367 0.087 -0.084 0.009 0.009
C -2.765355 -0.178152 -0.234026 0.065 -0.026 0.004 0.055
C 2.233707 -0.001456 -4.492595 0.039 0.038 0.007 0.041
C 0.952441 -0.964868 -2.205181 0.052 -0.029 -0.020 0.126
H 3.328190 -5.475088 -1.723161 -0.007 -0.013 -0.005 0.001
H -1.044444 2.510986 -1.369159 0.009 -0.006 0.034 0.014
H -2.173742 1.571901 1.912924 -0.013 -0.017 -0.007 -0.001
H 0.283141 -2.576555 -3.458940 0.014 -0.061 0.033 -0.002
H -1.848426 1.910945 -4.379177 -0.010 -0.004 0.002 0.001
H 4.623832 -2.461332 0.582326 0.004 -0.008 0.004 0.000
H -3.249249 -0.543795 0.664338 0.011 -0.012 0.008 0.005
H -0.876247 -2.589469 0.250340 -0.039 0.030 -0.001 -0.009
H -3.670327 -2.652340 -0.441343 -0.003 0.005 0.008 0.000
H 1.454423 -1.744886 -5.465254 0.000 0.000 -0.004 0.000
H -3.010577 -2.958088 -2.057732 0.004 -0.006 0.007 -0.001
H 2.127781 -7.375624 -0.713032 0.007 0.000 -0.001 -0.004
H -1.852151 2.953065 0.838044 0.015 0.000 0.000 -0.001
H -0.269419 2.141400 -3.640671 -0.010 0.007 0.009 0.000
H 2.344636 -3.238429 -1.672781 0.004 0.134 -0.107 -0.002
H 2.814347 1.688113 -3.287785 0.013 -0.001 0.008 0.000
H -0.084150 -7.063056 0.339463 0.000 -0.013 -0.005 0.003
H -1.091807 -4.816604 0.414343 -0.011 0.012 -0.004 0.001
H 1.587551 -3.157772 3.547673 0.010 -0.017 -0.006 0.000
H 3.306595 -0.525642 -0.205092 0.016 -0.010 -0.039 -0.022
H 1.680307 0.881515 -1.291174 0.259 0.015 -0.036 -0.101
H -3.468854 2.271944 0.953053 0.004 0.015 -0.019 0.000
H -0.640256 0.637098 -4.497389 -0.015 0.015 0.017 -0.001
H -2.371524 -0.937142 -3.504362 -0.011 0.001 0.003 -0.001
H 2.743868 0.356747 -5.376468 0.010 -0.013 -0.001 0.002
H -4.544430 -2.121190 -1.873567 0.005 0.006 -0.006 0.002